This record from the Open Molecules 2025 dataset describes a molecular structure, C9H10CaF3N4O4S5SbSe4 at a distorted geometry. The level of theory is ωB97M-V with the def2-TZVPD basis set.

Positions of all 41 atoms, in Å:
Ca: -18.670 -6.142 0.805
O: -21.488 -9.924 2.900
C: -21.178 -8.784 3.132
S: -19.795 -8.120 4.073
C: -20.329 -6.556 4.280
C: -21.063 -6.134 3.084
S: -21.088 -4.551 2.582
S: -22.066 -7.380 2.541
S: -19.695 -5.288 5.259
F: -18.227 -10.010 -4.119
C: -17.788 -10.103 -2.828
F: -18.450 -11.151 -2.213
F: -16.415 -10.222 -2.717
S: -19.112 -8.311 -1.513
O: -19.322 -8.658 -0.158
O: -20.085 -8.679 -2.503
O: -18.744 -6.872 -1.554
C: -10.524 -7.153 2.753
C: -10.275 -7.418 1.271
C: -10.149 -8.912 0.831
C: -11.197 -6.632 0.302
N: -12.530 -7.161 0.136
C: -13.716 -6.999 0.798
N: -14.712 -7.493 0.031
N: -14.153 -7.910 -1.127
N: -12.818 -7.704 -1.071
H: -9.597 -7.294 3.351
H: -11.322 -7.830 3.169
H: -10.936 -6.116 2.902
H: -9.306 -6.957 1.001
H: -11.127 -9.419 0.818
H: -9.539 -9.485 1.553
H: -9.700 -8.946 -0.174
H: -10.732 -6.549 -0.693
H: -11.345 -5.613 0.728
H: -13.912 -6.519 1.753
Se: -14.820 -3.694 -0.495
Sb: -13.374 -2.717 2.018
Se: -14.159 -0.380 1.924
Se: -10.976 -3.663 1.537
Se: -15.528 -4.185 2.989

## Properties
**Highest occupied orbital energy (spin up / spin down)**: -0.0906 / -0.0823 hartree
**Orbital gap (spin up / spin down)**: 0.1665 / 0.1742 Ha
**Net charge**: -2

The net atomic charges from natural (NBO), expressed in e, are: 1.803, -0.541, 0.194, 0.327, -0.497, -0.548, -0.191, 0.344, -0.024, -0.326, 0.855, -0.347, -0.322, 2.225, -1.018, -0.933, -1.076, -0.639, -0.215, -0.611, -0.280, -0.188, 0.153, -0.331, -0.089, -0.101, 0.201, 0.197, 0.259, 0.194, 0.210, 0.195, 0.207, 0.220, 0.274, 0.258, -0.574, 0.972, -0.685, -0.717, -0.835

---

This record from the Open Molecules 2025 dataset describes a molecular structure, C9H10Cl3NNdO2 at a distorted geometry. The level of theory is ωB97M-V with the def2-TZVPD basis set.

Positions of all 26 atoms, in Å:
C: -0.504 -2.414 -1.035
C: -1.676 -1.618 -1.227
C: -2.192 -1.265 0.067
C: -1.309 -1.812 1.047
C: -0.302 -2.573 0.370
Nd: 0.117 0.108 -0.174
N: 1.991 -0.472 -0.955
C: 0.620 1.301 -2.855
C: -0.730 1.165 -2.767
H: -3.113 -0.712 0.262
H: -2.139 -1.377 -2.187
H: -1.405 -1.703 2.123
H: 0.416 -3.249 0.849
H: 0.049 -2.924 -1.822
H: -1.273 0.426 -3.365
H: 1.260 0.626 -3.444
H: 2.861 -1.013 -1.112
H: -1.351 1.916 -2.259
H: 1.148 2.173 -2.423
Cl: 1.001 1.564 5.054
C: 1.332 2.258 3.447
Cl: 0.742 3.945 3.309
Cl: 3.090 2.182 3.073
C: 0.604 1.357 2.329
O: 0.283 0.136 2.507
O: 0.481 1.975 1.190

## Properties
**Highest occupied orbital energy (spin up / spin down)**: -0.1037 / -0.1108 hartree
**Orbital gap (spin up / spin down)**: 0.2021 / 0.2091 Ha
**ΔE to the lowest compared entry with this formula, charge and spin**: 12.9 kJ/mol
**Net charge**: -1
**2S+1**: 4

The net atomic charges from Löwdin, expressed in e, are: -0.243, -0.273, -0.265, -0.268, -0.215, 1.528, -0.434, -0.163, -0.189, 0.080, 0.075, 0.084, 0.095, 0.086, 0.042, 0.046, -0.178, 0.045, 0.057, 0.570, -1.471, 0.567, 0.577, -0.762, -0.110, -0.279

---

This record from the Open Molecules 2025 dataset describes 2 unconnected molecules or ions with the total composition C9H10ClO3P at a distorted geometry. The level of theory is ωB97M-V with the def2-TZVPD basis set.

Positions of all 24 atoms, in Å:
C: -1.829 -2.113 -1.549
C: -0.826 -1.493 -2.332
C: -1.563 -2.136 -0.208
C: 0.268 -0.788 -1.729
C: -0.491 -1.622 0.407
C: 0.467 -0.851 -0.368
C: -1.157 2.276 2.424
C: -1.943 1.550 1.668
C: 1.568 -0.161 0.175
O: 3.271 0.278 -2.034
O: 4.111 0.503 0.371
O: 2.550 2.319 -0.581
P: 3.030 0.583 -0.587
Cl: 1.647 0.052 1.913
H: -2.835 -2.481 -1.963
H: -0.982 -1.345 -3.398
H: -2.285 -2.638 0.479
H: 0.901 -0.308 -2.514
H: -0.349 -1.767 1.436
H: -0.153 1.960 2.574
H: 2.676 2.502 0.284
H: -1.610 3.210 2.784
H: -2.752 1.953 1.170
H: -1.713 0.515 1.578

## Properties
**Highest occupied orbital energy**: 0.0436 hartree
**Orbital gap**: 0.1700 Ha
**ΔE to the lowest compared entry with this formula, charge and spin**: 224.9 kJ/mol
**Net charge**: -2

The net atomic charges from natural (NBO), expressed in e, are: -0.410, -0.212, -0.196, -0.272, -0.339, -0.042, -0.413, -0.372, -0.668, -1.191, -1.203, -1.039, 2.340, -0.135, 0.169, 0.171, 0.159, 0.244, 0.200, 0.229, 0.443, 0.157, 0.166, 0.215

---

This record from the Open Molecules 2025 dataset describes a molecular structure, C9H10CoF6N7O5S2. The level of theory is ωB97M-V with the def2-TZVPD basis set.

Positions of all 40 atoms, in Å:
Co: -0.490 0.368 0.411
O: -1.092 -0.931 -0.781
C: -0.035 -1.805 -1.281
C: 1.208 -0.976 -1.261
C: 2.371 -1.327 -1.914
C: 3.495 -0.533 -1.741
C: 3.428 0.589 -0.926
C: 2.231 0.893 -0.312
N: 1.153 0.122 -0.493
H: -1.871 -1.440 -0.495
H: -0.316 -2.125 -2.283
H: 0.064 -2.668 -0.620
H: 2.399 -2.212 -2.536
H: 4.422 -0.792 -2.236
H: 4.289 1.221 -0.761
H: 2.116 1.758 0.328
F: -2.014 -2.507 1.223
C: -1.527 -2.789 2.453
F: -0.791 -3.871 2.392
F: -2.517 -2.915 3.296
S: -0.444 -1.364 2.973
O: 0.156 -0.884 1.684
O: 0.502 -1.852 3.895
N: -1.428 -0.297 3.569
S: -2.189 0.784 2.765
O: -3.432 1.175 3.289
O: -2.182 0.482 1.292
C: -1.038 2.242 2.751
F: 0.006 1.887 1.846
F: -0.482 2.489 3.890
F: -1.616 3.297 2.238
N: -0.474 4.624 -2.437
N: -0.966 3.483 -1.878
N: -2.259 3.245 -1.830
C: -2.312 2.138 -1.113
N: -1.075 1.748 -0.779
N: -0.215 2.632 -1.268
H: -1.161 5.011 -3.074
H: 0.434 4.465 -2.854
H: -3.223 1.631 -0.845

## Properties
**Highest occupied orbital energy**: -0.6219 hartree
**Orbital gap**: 0.2831 Ha
**ΔE to the lowest compared entry with this formula, charge and spin**: 2.6 kJ/mol
**Net charge**: +2

The net atomic charges from natural (NBO), expressed in e, are: 1.343, -0.623, -0.104, 0.190, -0.205, -0.080, -0.216, 0.082, -0.415, 0.553, 0.251, 0.241, 0.263, 0.265, 0.269, 0.240, -0.348, 0.764, -0.264, -0.257, 2.238, -0.964, -0.793, -1.173, 2.258, -0.783, -0.967, 0.739, -0.357, -0.237, -0.262, -0.566, 0.224, -0.204, 0.178, -0.326, -0.047, 0.423, 0.409, 0.263